[1]
The following is a DFT calculation (the ωB97M-V functional and the def2-TZVPD basis) of 2 unconnected molecules or ions with the total composition C6H16N2O.

Each line ends with the Mulliken charge.
CARTESIAN COORDINATES (ANGSTROEM)
C 0.3131 1.2412 -0.5088  -0.569
C 1.3968 0.6794 0.4120  -0.001
C 1.7087 1.5036 1.6532  -1.412
C -0.9494 1.7413 0.1746  -1.268
H 0.9727 2.1092 -0.7721  0.434
H 0.1715 0.6907 -1.4348  0.359
H 0.9780 -0.3561 0.7342  0.176
H 2.3047 0.4799 -0.1595  0.402
H 2.0318 2.5122 1.3930  0.337
H 2.5093 1.0304 2.2198  0.401
H 0.8374 1.5837 2.3003  0.313
H -1.3104 1.0084 0.8920  0.244
H -1.7345 1.9260 -0.5542  0.309
H -0.7728 2.6629 0.7246  0.389
C -2.2909 -1.2470 -0.5763  -1.287
C -0.8240 -1.5354 -0.4430  0.905
N 1.1299 -2.0036 -1.6871  -0.481
O -0.2708 -1.7305 -1.6628  -0.244
N -0.1559 -1.8109 0.6159  -0.809
H 1.2148 -2.8824 -2.2007  0.262
H 1.4181 -2.1987 -0.7256  0.288
H -0.7118 -1.8473 1.4624  0.209
H -2.4493 -0.5425 -1.3895  0.318
H -2.6938 -0.8472 0.3508  0.381
H -2.8235 -2.1671 -0.8180  0.344

Output
Highest occupied orbital energy = -0.328 hartree
Maximum force = 3.52 eV Å⁻¹
Orbital gap = 9.857 eV
Charge = 0
ΔE to the lowest compared entry with this formula, charge and spin = 3.175 eV
LUMO = 0.9194 eV

[2]
The following is a DFT calculation (the ωB97M-V functional and the def2-TZVPD basis) of a single C5H11N molecule.

Each line ends with the Mulliken charge.
CARTESIAN COORDINATES (ANGSTROEM)
C 1.7351 -0.6883 -0.5666  -1.450
C 0.5562 0.1360 0.1353  1.113
C 0.3725 1.6691 -0.1194  -1.392
C -0.1068 -0.3151 1.3489  -0.766
C -0.6822 -0.7213 0.0265  -0.472
H 2.6786 -0.3820 -0.0658  0.325
H 1.6670 -0.4428 -1.6350  0.341
H 1.6967 -1.7464 -0.4869  0.395
H 0.6410 1.8906 -1.0829  0.452
H -0.6958 1.8067 -0.2910  0.313
H 0.6948 2.2744 0.7394  0.303
H 0.1071 -1.1024 2.1621  0.227
H -0.4363 0.5023 1.8792  0.315
H -0.4566 -1.7739 -0.3631  0.335
H -1.7938 -0.3691 -1.5879  0.234
H -2.2464 0.6709 -0.1921  0.294
N -1.8722 -0.2586 -0.5750  -0.567

Output
Highest occupied orbital energy = -0.298 hartree
Maximum force = 3.96 eV Å⁻¹
Orbital gap = 9.127 eV
Charge = 0
ΔE to the lowest compared entry with this formula, charge and spin = 2.355 eV
LUMO = 1.0113 eV

[3]
The following is a DFT calculation (the ωB97M-V functional and the def2-TZVPD basis) of a gas-phase ion, C11H15N3O (charge +2).

Each line ends with the Mulliken charge.
CARTESIAN COORDINATES (ANGSTROEM)
C 2.2621 2.7554 -1.4564  -1.033
C 3.4784 2.6294 -0.7214  -0.272
C 1.3023 1.8036 -1.3414  -0.525
C 3.6395 1.6169 0.1912  -0.707
C 1.4324 0.6840 -0.3806  -0.107
C 2.7064 0.6521 0.4148  1.094
C -0.6279 -1.8128 1.2514  -0.023
C -2.9322 -0.8799 0.7345  0.767
C 0.4862 -0.3605 -0.4469  1.096
C -4.3635 -1.3039 1.1091  -1.235
C -0.3815 -0.5432 -1.5678  -0.963
N -2.7349 -0.0103 -0.2154  -0.517
N 0.3776 -1.2795 0.5727  -0.009
N -1.9741 -1.6577 1.3607  -0.154
O 2.8672 -0.4731 1.0938  -0.596
H 2.2004 3.4715 -2.2042  0.470
H 4.1957 3.5414 -0.7381  0.367
H 0.6087 1.9681 -2.1190  0.251
H 4.6180 1.3081 0.5581  0.270
H -0.2061 -2.5921 1.7759  0.498
H -4.4290 -2.3014 1.4653  0.380
H -4.9508 -1.1206 0.2038  0.378
H -4.7153 -0.7533 2.0468  0.340
H -1.4792 -0.3305 -0.8999  0.122
H -0.4938 -1.5748 -1.9396  0.365
H -0.1655 0.1499 -2.3374  0.443
H -3.4244 0.5160 -0.7345  0.243
H 1.3253 -1.2268 0.8369  0.359
H -2.4047 -2.3045 2.0520  0.297
H 3.7827 -0.5715 1.4353  0.401

Output
Highest occupied orbital energy = -0.583 hartree
Maximum force = 4.78 eV Å⁻¹
Orbital gap = 7.013 eV
Charge = +2
ΔE to the lowest compared entry with this formula, charge and spin = 3.258 eV
LUMO = -8.8573 eV

[4]
The following is a DFT calculation (the ωB97M-V functional and the def2-TZVPD basis) of a molecular structure, C54H54AsCdCl2GeNO2S3.

Each line ends with the Mulliken charge.
CARTESIAN COORDINATES (ANGSTROEM)
Cd -0.0110 1.1529 0.1644  2.236
O -2.2621 -1.1853 1.9081  -0.476
C -2.6766 -0.1654 2.7836  -0.392
C -1.5285 0.4483 3.5535  0.506
C -1.6999 0.8084 4.8888  -0.844
C -0.6285 1.3333 5.5920  -0.579
C 0.5946 1.4643 4.9529  -1.222
C 0.6734 1.0899 3.6210  -0.677
N -0.3609 0.6134 2.9370  0.934
H -2.2215 -0.8536 0.9906  -0.012
H -3.3576 -0.6168 3.5111  0.412
H -3.2174 0.6326 2.2703  -0.177
H -2.6657 0.6733 5.3633  0.431
H -0.7450 1.6260 6.6302  0.375
H 1.4642 1.8591 5.4626  0.514
H 1.5966 1.1734 3.0523  0.803
S -1.8244 3.1227 0.7789  -0.424
C -3.4028 2.4449 0.4294  -0.154
C -4.5425 3.0415 0.9986  -0.493
C -5.8248 2.5756 0.7550  -0.581
C -6.0087 1.4571 -0.0533  -0.722
C -4.8974 0.8305 -0.5970  -0.652
C -3.5967 1.3084 -0.3849  -0.112
S -2.2550 0.4550 -1.1466  -0.600
H -4.3895 3.8949 1.6494  0.398
H -6.6762 3.0787 1.2019  0.304
H -7.0034 1.0768 -0.2564  0.361
H -5.0170 -0.0604 -1.2037  0.370
Cl -1.0218 3.7793 -4.6256  -0.244
C -0.7605 3.0057 -3.0245  0.178
Cl 0.5863 1.8598 -3.0472  -0.073
H -1.6492 2.4530 -2.7437  -0.203
H -0.5404 3.7816 -2.3033  0.336
C -1.0189 -0.4111 -7.0027  -0.518
C -1.8594 0.0122 -5.9814  -0.944
C -1.6610 -0.4342 -4.6820  -0.053
C -0.6335 -1.3306 -4.3736  0.629
C 0.2219 -1.7218 -5.4030  -0.674
C 0.0273 -1.2730 -6.7062  -0.748
As -0.3067 -1.7468 -2.4583  1.430
C -1.8157 -2.9926 -2.1685  0.569
C -1.6072 -4.1166 -1.3720  -0.553
C -2.6510 -4.9816 -1.0627  -0.731
C -3.9237 -4.7406 -1.5600  -0.591
C -4.1446 -3.6181 -2.3480  -0.604
C -3.1030 -2.7477 -2.6394  -0.257
C 1.0675 -3.1364 -2.7375  -0.436
C 2.3379 -2.8570 -2.2408  -0.575
C 3.3827 -3.7622 -2.4062  -0.406
C 3.1652 -4.9582 -3.0741  -0.482
C 1.9000 -5.2467 -3.5785  -0.662
C 0.8604 -4.3412 -3.4101  0.080
H -1.1691 -0.0612 -8.0173  0.347
H -2.6534 0.7203 -6.1876  0.420
H -2.2912 -0.0536 -3.8846  0.185
H 1.0536 -2.3830 -5.1971  0.293
H 0.7080 -1.5907 -7.4877  0.388
H -0.6152 -4.3220 -0.9897  0.491
H -2.4666 -5.8377 -0.4238  0.396
H -4.7379 -5.4189 -1.3342  0.336
H -5.1385 -3.4071 -2.7247  0.414
H -3.3018 -1.8678 -3.2351  0.183
H 2.4935 -1.9330 -1.6933  0.079
H 4.3652 -3.5276 -2.0140  0.426
H 3.9764 -5.6649 -3.2059  0.341
H 1.7252 -6.1759 -4.1094  0.375
H -0.1223 -4.5720 -3.8047  0.443
C 2.0914 0.7635 0.3786  -1.050
Ge 3.2754 2.1789 0.6855  1.047
C 2.7222 3.6272 1.9473  0.313
C 3.6927 4.4721 2.5010  -0.289
C 3.3438 5.5636 3.2867  -0.789
C 2.0023 5.8455 3.5328  -0.498
C 1.0220 5.0320 2.9838  -0.326
C 1.3867 3.9383 2.2004  -0.080
C 4.1526 3.3894 -0.6459  0.086
C 3.3183 4.2135 -1.4097  -0.591
C 3.8323 5.1642 -2.2803  -0.758
C 5.2094 5.3103 -2.4162  -0.359
C 6.0568 4.5003 -1.6738  -0.698
C 5.5304 3.5524 -0.7967  -0.189
C 4.8582 1.4031 1.6670  -0.373
C 4.9360 1.4292 3.0645  -0.172
C 5.9303 0.7453 3.7593  -0.575
C 6.8817 0.0048 3.0685  -0.490
C 6.8233 -0.0468 1.6809  -0.770
C 5.8223 0.6377 0.9992  -0.073
H 2.3323 0.3428 -0.6147  0.429
H 4.7434 4.2735 2.3090  0.397
H 4.1171 6.2004 3.7038  0.364
H 1.7284 6.7026 4.1382  0.346
H -0.0305 5.2346 3.1473  0.459
H 0.5987 3.3249 1.7825  -0.726
H 2.2410 4.1111 -1.3094  0.416
H 3.1612 5.7914 -2.8558  0.381
H 5.6160 6.0595 -3.0859  0.340
H 7.1318 4.6055 -1.7752  0.371
H 6.2108 2.9460 -0.2096  0.272
H 4.2040 2.0046 3.6244  0.249
H 5.9571 0.7834 4.8433  0.373
H 7.6547 -0.5329 3.6055  0.326
H 7.5536 -0.6291 1.1297  0.357
H 5.7855 0.5668 -0.0852  0.431
C 3.8077 -2.2420 2.6894  -1.205
C 2.9386 -2.3802 1.4457  -0.575
S 1.3001 -1.6796 1.6835  1.350
O 0.5948 -1.9180 0.3695  -0.142
C 0.6159 -3.0182 2.7507  -0.723
C 0.1590 -4.2451 1.9820  -0.930
H 4.8617 -2.3789 2.4425  0.428
H 3.5432 -2.9681 3.4606  0.382
H 3.7073 -1.2368 3.1120  0.133
H 2.8142 -3.4124 1.1073  0.444
H 3.3427 -1.7771 0.6306  0.118
H -0.2439 -2.5304 3.2167  0.268
H 1.3615 -3.2400 3.5183  0.501
H -0.5382 -3.9283 1.2094  -0.005
H -0.3472 -4.9551 2.6406  0.440
H 0.9893 -4.7588 1.4895  0.257

Output
Highest occupied orbital energy = -0.038 hartree
Maximum force = 0.68 eV Å⁻¹
Orbital gap = 5.097 eV
Charge = -2
ΔE to the lowest compared entry with this formula, charge and spin = 0.000 eV
LUMO = 4.0700 eV